Computed, not measured: a cluster of 2 separate species, C5H14 in total in a non-equilibrium geometry, with wB97M-V/def2-TZVPD.

The SMILES is CCC.CC. Its electronic energy is -5411.8469 eV. For the energy above the lowest of the compared OMol25 structures with the same formula, charge and spin, the calculation gives 19.56 kJ/mol.

XYZ file:
```
19
Properties=species:S:1:pos:R:3:forces:R:3:nbo_charge:R:1
C -3.235840 0.053311 0.847446 -0.3 0.5 -0.4 -0.61
C -2.511647 -1.293071 0.759052 -1.1 0.4 0.4 -0.61
H -3.058247 0.691249 -0.026173 0.2 -0.2 0.0 0.20
H -4.327727 -0.034557 0.878310 0.2 -0.2 0.3 0.20
H -2.920649 0.642611 1.711299 0.0 -0.1 0.0 0.20
H -2.575299 -1.766041 1.746501 0.7 0.1 -0.1 0.20
H -3.073951 -1.985909 0.138272 0.2 0.1 -0.5 0.20
H -1.513181 -1.119945 0.369727 0.1 -0.5 0.3 0.21
C 1.903564 0.972197 -0.795575 -0.3 0.2 -0.2 -0.39
C 0.894278 0.310413 0.143408 0.7 -0.1 0.1 -0.61
C 3.148091 0.123454 -1.051294 -0.2 0.5 0.6 -0.61
H 1.412058 1.216280 -1.743374 0.0 -0.2 0.0 0.19
H 2.177351 1.950275 -0.391915 0.1 0.0 0.1 0.19
H 0.832088 -0.761989 -0.078006 -0.3 0.2 0.0 0.20
H 3.800167 0.164612 -0.179175 0.0 -0.2 0.1 0.20
H -0.078196 0.784719 0.071176 -0.2 -0.1 0.0 0.21
H 1.240088 0.388100 1.179002 -0.1 0.0 0.0 0.20
H 2.858715 -0.916746 -1.199644 0.2 0.0 -0.4 0.20
H 3.725990 0.546167 -1.867583 0.0 -0.3 -0.3 0.21
```
Positions in Å, forces in eV/Å.

Computed, not measured: a cluster of 2 separate species, C5H14 in total in a non-equilibrium geometry, with wB97M-V/def2-TZVPD.

The SMILES is CCC.CC. Its electronic energy is -5411.2030 eV. For the energy above the lowest of the compared OMol25 structures with the same formula, charge and spin, the calculation gives 81.69 kJ/mol.

XYZ file:
```
19
Properties=species:S:1:pos:R:3:forces:R:3:nbo_charge:R:1
C -0.316331 -0.300901 -1.550493 1.3 -2.1 0.3 -0.42
C -1.405237 -1.396534 -1.391344 -1.5 1.3 -1.5 -0.61
C -0.715330 1.165106 -1.531630 -0.4 0.1 1.6 -0.62
H 0.341236 -0.676433 -0.741726 0.3 1.3 -0.5 0.20
H 0.233825 -0.485816 -2.481187 0.0 -0.1 0.2 0.20
H -1.681574 -1.849717 -2.350889 0.2 0.0 0.0 0.20
H -0.238096 1.792985 -0.760877 0.4 -0.5 -0.2 0.21
H -2.319271 -0.839060 -1.131480 0.0 -0.6 0.5 0.20
H -1.209089 -2.230250 -0.725517 0.2 0.3 0.4 0.21
H -0.549016 1.666672 -2.472204 -0.3 0.0 -0.3 0.21
H -1.748994 1.226977 -1.188871 -0.3 0.2 -0.6 0.20
C 1.448006 0.961442 2.317289 -1.1 0.6 -0.1 -0.61
C 0.980843 -0.444847 1.993299 0.4 -0.7 0.2 -0.61
H 0.565976 1.626046 2.334758 0.3 0.0 -0.5 0.20
H 1.783833 1.070408 3.344688 0.5 -0.3 0.0 0.21
H 2.177450 1.350078 1.611022 0.1 0.1 0.1 0.21
H 0.878968 -0.712019 0.949335 -0.2 0.7 -0.3 0.20
H 0.004949 -0.616391 2.453723 0.3 -0.4 0.1 0.20
H 1.726675 -1.195149 2.280707 -0.3 0.1 0.6 0.20
```
Positions in Å, forces in eV/Å.

Computed, not measured: a cluster of 2 separate species, C5H14 in total in a non-equilibrium geometry, with wB97M-V/def2-TZVPD.

The SMILES is CCC.CC. Its electronic energy is -5411.8153 eV. For the energy above the lowest of the compared OMol25 structures with the same formula, charge and spin, the calculation gives 22.61 kJ/mol.

XYZ file:
```
19
Properties=species:S:1:pos:R:3:forces:R:3:nbo_charge:R:1
C 0.054348 -0.688279 -1.130056 0.1 0.3 0.4 -0.40
C -1.383437 -0.704223 -0.617803 -0.1 0.7 0.2 -0.61
C 0.191366 -1.085342 -2.587098 -1.0 -0.5 0.0 -0.61
H 0.524053 0.286684 -0.976106 -0.2 0.1 -0.1 0.19
H 0.630413 -1.347173 -0.481562 0.2 -0.3 -0.2 0.19
H -1.906605 0.237617 -0.815490 0.0 -0.1 -0.4 0.20
H 1.221929 -1.038065 -2.922546 0.0 0.1 -0.3 0.21
H -1.436814 -0.771055 0.472995 0.1 -0.4 -0.1 0.21
H -1.932640 -1.515518 -1.089596 -0.2 -0.1 0.2 0.20
H -0.213503 -2.090370 -2.724381 0.5 -0.4 0.1 0.20
H -0.509912 -0.544206 -3.232107 0.5 0.6 0.0 0.20
C 1.119528 0.591123 1.984154 -0.6 -0.3 0.7 -0.61
C 0.097732 1.726610 2.023731 0.4 0.7 0.0 -0.61
H 2.121506 0.853753 2.321835 0.0 0.2 -0.1 0.21
H 0.762094 -0.183777 2.670438 0.2 -0.1 -0.1 0.20
H 1.150056 0.137331 1.002616 0.3 0.1 -0.1 0.21
H -0.238461 1.958637 3.038450 -0.1 -0.3 -0.1 0.20
H -0.761545 1.497608 1.393632 -0.1 0.0 0.2 0.20
H 0.509891 2.678644 1.668894 0.0 -0.2 -0.2 0.20
```
Positions in Å, forces in eV/Å.

Computed, not measured: a cluster of 2 separate species, C5H14 in total in a non-equilibrium geometry, with wB97M-V/def2-TZVPD.

The SMILES is CCC.CC. Its electronic energy is -5410.8327 eV. For the energy above the lowest of the compared OMol25 structures with the same formula, charge and spin, the calculation gives 117.41 kJ/mol.

XYZ file:
```
19
Properties=species:S:1:pos:R:3:forces:R:3:nbo_charge:R:1
C -1.950841 0.263661 1.239323 0.0 2.8 -0.6 -0.63
C -1.620415 -1.042483 1.843740 0.5 -2.0 0.8 -0.63
H -1.352521 1.123391 1.641639 -0.9 -0.6 0.5 0.21
H -1.702323 0.478512 0.198659 -0.2 -1.2 0.0 0.22
H -3.026310 0.464180 1.264687 0.2 0.3 0.4 0.21
H -0.887184 -1.036692 2.678764 0.1 0.3 -0.9 0.21
H -1.328791 -1.784002 1.075812 0.1 0.2 0.6 0.21
H -2.467757 -1.476515 2.384031 -0.3 0.1 -0.4 0.21
C 1.198229 -0.059744 -1.543237 0.3 1.9 -1.8 -0.40
C 0.200810 1.051186 -1.127501 0.1 -1.4 0.6 -0.61
C 2.488864 -0.209675 -0.782318 0.9 -0.1 0.5 -0.63
H 0.697579 -1.039428 -1.533952 0.1 0.4 -0.3 0.20
H 1.436925 0.321866 -2.583438 -0.2 -1.4 0.6 0.20
H 0.422381 2.004260 -1.604558 -0.3 -0.1 0.1 0.21
H 0.094646 1.159942 -0.048412 0.6 0.3 0.0 0.20
H 2.969093 -1.140621 -1.107561 -0.4 -0.4 0.8 0.21
H 3.375324 0.433365 -0.885139 -0.9 0.9 -0.5 0.21
H -0.761951 0.602462 -1.380412 -0.1 0.8 -0.7 0.21
H 2.214236 -0.113658 0.269868 0.4 -0.8 0.3 0.20
```
Positions in Å, forces in eV/Å.

Computed, not measured: a cluster of 2 separate species, C5H14 in total in a non-equilibrium geometry, with wB97M-V/def2-TZVPD.

The SMILES is CCC.CC. Its electronic energy is -5410.0904 eV. For the energy above the lowest of the compared OMol25 structures with the same formula, charge and spin, the calculation gives 189.04 kJ/mol.

XYZ file:
```
19
Properties=species:S:1:pos:R:3:forces:R:3:nbo_charge:R:1
C 2.825636 2.064841 -0.981650 -1.1 -1.9 -2.3 -0.61
C 2.387517 0.783258 -0.162295 -3.3 3.8 0.7 -0.63
H 3.714446 1.697486 -1.538188 -0.8 1.0 -0.6 0.20
H 1.933584 2.533805 -1.597196 2.0 -1.3 0.7 0.20
H 3.132003 2.868265 -0.394611 0.7 1.1 1.4 0.20
H 3.217971 0.104183 -0.000959 -0.4 -0.1 0.2 0.21
H 1.392106 0.373762 -0.663873 2.5 0.3 1.3 0.22
H 2.051417 1.442435 0.797749 0.5 -2.8 -1.4 0.20
C -1.818158 -1.212732 -0.196815 -1.4 0.6 1.3 -0.39
C -2.473594 -2.173744 0.861212 -2.2 5.1 1.0 -0.59
C -1.223216 0.066125 0.411490 -0.4 -1.0 0.8 -0.61
H -1.128054 -1.785801 -0.751553 0.9 -0.4 -1.0 0.20
H -2.600471 -0.748426 -0.857782 0.5 -1.3 0.3 0.20
H -3.620876 -1.866231 0.978061 2.5 -0.6 0.1 0.19
H -0.201699 0.104913 0.747024 0.4 -0.7 0.3 0.21
H -1.256752 0.787282 -0.358952 -0.3 1.3 -0.5 0.20
H -1.863004 0.281097 1.277762 0.1 0.6 -0.3 0.20
H -2.478544 -3.121398 0.579307 -0.1 -4.3 -1.7 0.20
H -1.990310 -2.199119 1.851269 -0.1 0.6 -0.3 0.20
```
Positions in Å, forces in eV/Å.

Computed, not measured: a cluster of 2 separate species, C5H14 in total in a non-equilibrium geometry, with wB97M-V/def2-TZVPD.

The SMILES is CCC.CC. Its electronic energy is -5411.0958 eV. For the energy above the lowest of the compared OMol25 structures with the same formula, charge and spin, the calculation gives 92.03 kJ/mol.

XYZ file:
```
19
Properties=species:S:1:pos:R:3:forces:R:3:nbo_charge:R:1
C 0.243152 0.800452 -1.239323 0.1 -0.7 3.1 -0.42
C -0.682673 0.230508 -2.276693 1.3 -0.6 -1.3 -0.61
C 0.759297 2.233542 -1.255136 0.8 -0.7 -2.2 -0.62
H -0.276528 0.620730 -0.269764 -0.5 0.7 -0.4 0.19
H 1.074553 0.167633 -0.885515 0.2 -0.3 -1.3 0.20
H -0.806022 -0.832647 -2.062482 -0.8 0.2 0.4 0.22
H 1.809353 2.211930 -1.594231 0.1 0.0 1.0 0.21
H 0.415795 2.738431 -2.161693 -1.0 0.6 0.6 0.21
H -0.237884 0.137803 -3.280102 0.1 0.6 0.1 0.20
H -1.588125 0.818318 -2.388412 -0.3 -0.3 0.2 0.21
H 0.614577 2.729171 -0.308494 0.0 0.5 -0.1 0.22
C -0.624275 -2.029320 1.945526 -0.2 1.2 -1.5 -0.61
C 0.343807 -0.995867 2.503435 -0.4 -0.3 0.9 -0.60
H -0.570434 -2.075380 0.848638 0.6 -0.3 0.1 0.20
H -0.502449 -3.030453 2.339155 -0.4 0.0 0.3 0.21
H -1.612643 -1.556412 1.999296 -0.2 -0.8 0.8 0.21
H 1.392173 -1.283455 2.451865 0.0 0.2 -0.3 0.20
H 0.138608 -0.022402 2.068641 0.4 0.1 -0.3 0.20
H 0.109718 -0.862581 3.565290 0.2 0.0 0.0 0.20
```
Positions in Å, forces in eV/Å.

Computed, not measured: a cluster of 2 separate species, C5H14 in total in a non-equilibrium geometry, with wB97M-V/def2-TZVPD.

The SMILES is CCC.CC. Its electronic energy is -5411.9351 eV. For the energy above the lowest of the compared OMol25 structures with the same formula, charge and spin, the calculation gives 11.05 kJ/mol.

XYZ file:
```
19
Properties=species:S:1:pos:R:3:forces:R:3:nbo_charge:R:1
C -0.504744 -2.408523 2.008493 0.3 0.1 -0.1 -0.61
C -1.598071 -1.365006 1.879268 -0.4 0.1 -0.2 -0.61
H 0.350576 -2.052938 2.579246 0.0 0.1 0.1 0.20
H -0.885668 -3.299802 2.501199 0.0 -0.1 0.1 0.20
H -0.120079 -2.719275 1.037505 0.0 0.0 -0.1 0.20
H -2.353651 -1.732782 1.181732 -0.2 0.0 0.2 0.20
H -1.298025 -0.402275 1.467171 0.4 0.0 0.0 0.20
H -2.064094 -1.151368 2.845531 -0.1 -0.1 -0.1 0.20
C 0.723063 0.801454 -1.183677 -0.3 0.2 0.0 -0.40
C -0.443795 1.654448 -1.664167 -0.4 0.6 0.8 -0.61
C 2.067028 1.491493 -1.325905 0.0 0.3 -1.0 -0.60
H 0.580561 0.548794 -0.135273 -0.1 -0.1 0.1 0.19
H 0.649144 -0.126646 -1.749216 0.4 -0.2 0.1 0.20
H -0.499360 1.707662 -2.749312 0.0 0.1 0.0 0.20
H 2.201068 1.873517 -2.349804 0.0 -0.3 0.1 0.20
H 2.108096 2.393277 -0.718387 0.1 -0.1 0.4 0.20
H -0.434814 2.671100 -1.237632 0.4 -0.1 -0.3 0.20
H -1.390462 1.277988 -1.270975 0.0 -0.4 -0.3 0.21
H 2.913235 0.838882 -1.115793 0.0 0.0 0.2 0.21
```
Positions in Å, forces in eV/Å.

Computed, not measured: a cluster of 2 separate species, C5H14 in total in a non-equilibrium geometry, with wB97M-V/def2-TZVPD.

The SMILES is CCC.CC. Its electronic energy is -5411.8161 eV. For the energy above the lowest of the compared OMol25 structures with the same formula, charge and spin, the calculation gives 22.54 kJ/mol.

XYZ file:
```
19
Properties=species:S:1:pos:R:3:forces:R:3:nbo_charge:R:1
C -2.196922 -0.455909 0.986369 0.5 1.1 -0.8 -0.61
C -2.659077 0.763081 1.779787 -0.4 0.0 -0.2 -0.61
H -1.637954 -0.080194 0.116878 0.0 -0.1 0.1 0.20
H -1.468241 -1.033127 1.550311 -0.4 -0.4 0.1 0.21
H -3.006191 -1.024476 0.543154 -0.1 -0.4 0.4 0.21
H -1.805125 1.232984 2.249230 0.1 0.0 0.4 0.20
H -3.435713 0.528766 2.507410 0.2 -0.1 0.3 0.20
H -3.095761 1.543938 1.158813 0.0 -0.1 -0.3 0.20
C 1.850830 0.392884 -0.753506 -0.1 0.7 0.3 -0.40
C 1.989027 0.113061 -2.244026 0.3 0.1 0.0 -0.61
C 1.402450 -0.798773 0.077854 -0.1 0.0 -0.1 -0.61
H 2.790913 0.772209 -0.381988 0.6 -0.2 0.2 0.19
H 1.218716 1.266712 -0.568015 -0.4 -0.2 -0.2 0.19
H 2.751371 0.757848 -2.679671 -0.1 0.2 -0.1 0.21
H 0.638131 -1.359993 -0.463504 0.0 -0.1 0.1 0.20
H 2.243899 -1.454264 0.279363 0.1 -0.3 -0.2 0.20
H 1.066672 0.261099 -2.805893 -0.1 -0.1 0.1 0.21
H 2.350349 -0.898443 -2.405230 -0.1 -0.3 -0.1 0.20
H 1.002625 -0.527403 1.052664 -0.1 0.2 0.0 0.21
```
Positions in Å, forces in eV/Å.

Computed, not measured: a cluster of 2 separate species, C5H14 in total in a non-equilibrium geometry, with wB97M-V/def2-TZVPD.

The SMILES is CCC.CC. Its electronic energy is -5411.2482 eV. For the energy above the lowest of the compared OMol25 structures with the same formula, charge and spin, the calculation gives 77.32 kJ/mol.

XYZ file:
```
19
Properties=species:S:1:pos:R:3:forces:R:3:nbo_charge:R:1
C -0.612915 0.516041 -2.795801 -0.1 -0.7 -0.3 -0.62
C -1.976835 0.198606 -2.169727 -1.6 1.0 -0.2 -0.63
H -0.326108 1.508186 -3.133358 -0.7 0.4 0.3 0.21
H -0.543029 -0.108535 -3.682068 0.4 -0.1 -0.1 0.21
H 0.171573 0.221021 -2.105911 0.2 -0.2 0.0 0.21
H -2.825001 0.897325 -2.334896 0.9 0.6 0.0 0.21
H -2.502734 -0.643569 -2.640947 0.9 -0.5 0.5 0.21
H -1.941772 0.124832 -1.082700 0.1 -0.4 -0.1 0.21
C 0.488159 -0.186200 1.288969 0.6 0.1 1.4 -0.40
C 0.233387 -0.621462 2.754534 -0.1 1.1 0.3 -0.61
C 2.022464 -0.028610 1.080034 -1.1 0.2 2.3 -0.61
H 0.025058 -0.907270 0.623088 -0.1 0.2 -0.4 0.20
H 0.062225 0.828429 1.242944 -0.2 -0.5 -0.7 0.20
H -0.823005 -0.581828 3.096622 0.4 -1.0 -0.7 0.21
H 2.589994 -0.948067 1.214882 -0.1 -0.2 -0.8 0.21
H 2.322511 0.506481 2.011850 0.1 0.2 -0.9 0.20
H 2.225177 0.569744 0.217902 0.6 0.0 -0.6 0.21
H 0.808662 -1.515799 2.999038 -0.6 -0.2 0.1 0.20
H 0.602187 0.170669 3.415536 0.6 0.0 -0.1 0.20
```
Positions in Å, forces in eV/Å.

Computed, not measured: a cluster of 2 separate species, C5H14 in total in a non-equilibrium geometry, with wB97M-V/def2-TZVPD.

The SMILES is CCC.CC. Its electronic energy is -5410.9860 eV. For the energy above the lowest of the compared OMol25 structures with the same formula, charge and spin, the calculation gives 102.62 kJ/mol.

XYZ file:
```
19
Properties=species:S:1:pos:R:3:forces:R:3:nbo_charge:R:1
C -2.836002 -0.498693 -0.909195 -0.8 0.7 -1.4 -0.61
C -1.819108 0.184718 -1.839136 -0.1 -1.5 -1.1 -0.60
H -2.762454 -1.491893 -1.241916 -0.1 -1.7 0.0 0.20
H -2.749366 -0.494208 0.149373 0.8 0.4 0.9 0.21
H -3.882797 -0.242942 -1.112556 0.2 0.4 -0.1 0.20
H -0.863581 -0.413929 -1.754113 -0.9 0.8 -0.4 0.20
H -1.590640 1.207043 -1.674808 0.1 1.0 0.4 0.20
H -2.232529 0.110982 -2.919748 0.9 0.0 1.7 0.20
C 2.133283 0.590661 0.918662 0.6 -0.5 0.7 -0.39
C 2.481268 -0.998410 0.954249 -1.1 2.3 -0.5 -0.62
C 0.694452 0.937826 1.240522 -2.0 -1.9 -0.2 -0.61
H 2.803444 1.300839 1.575701 -0.8 -1.8 -1.2 0.20
H 2.248683 0.855575 -0.120017 0.5 0.5 -0.3 0.19
H 1.990215 -1.552807 0.122260 0.6 0.8 0.0 0.20
H 0.378373 0.653284 2.281829 0.5 0.4 -0.8 0.20
H 1.950826 -1.430277 1.794984 0.9 -0.2 0.8 0.21
H 3.573997 -1.026591 0.874447 -0.4 -0.8 0.5 0.22
H 0.525298 2.008124 1.105491 -0.2 -0.2 -0.1 0.21
H -0.043368 0.300698 0.553978 1.5 1.6 1.2 0.19
```
Positions in Å, forces in eV/Å.

no.,gap between HOMO and LUMO (eV),HOMO level (eV)
1,12.47,-11.326
2,11.94,-10.739
3,12.41,-11.244
4,12.05,-10.932
5,11.99,-10.881
6,11.62,-10.564
7,12.57,-11.465
8,12.36,-11.250
9,12.53,-11.397
10,12.14,-11.048